a.
ORCA calculation (ωB97M-V with the def2-TZVPD basis set) on C3H3N3S in the gas phase.

```
! wB97M-V def2-TZVPD RIJCOSX def2/J DEFGRID3
* xyz 0 1
S -2.83964 -0.25691 -0.09767
N 2.15517 -0.67026 -0.16229
H -1.01661 2.34746 0.12569
H -0.22541 -1.76692 0.23489
N 0.77217 1.31424 -0.03506
N -0.19089 -0.71972 0.08186
H 2.01827 -1.70386 -0.00457
C -0.46532 1.44551 -0.05618
C -1.23305 0.12850 -0.02500
C 1.02531 -0.11805 -0.06167
*
```

Kohn-Sham gap ... 7.90 eV
Structure (SMILES) ... [H]/N=C1/N=CC(=S)N1
Lowest unoccupied orbital energy ... -0.0508 Eh

b.
ORCA calculation (ωB97M-V with the def2-TZVPD basis set) on C3H3N3S in the gas phase.

```
! wB97M-V def2-TZVPD RIJCOSX def2/J DEFGRID3
* xyz 0 1
C -1.89261 -1.08841 -0.08311
C -0.12247 0.14055 -0.00611
H 3.53843 0.61549 0.48924
C 1.14611 0.55482 -0.00162
N -1.17325 1.04472 -0.08611
N -2.26045 0.37998 -0.27244
N -0.67342 -1.15059 0.03652
S 2.57900 -0.42053 -0.20452
H 1.56647 1.62789 0.08427
H -2.70780 -1.70390 0.04388
*
```

Kohn-Sham gap ... 8.40 eV
Structure (SMILES) ... S/C=C1\N=CN=N1
Lowest unoccupied orbital energy ... -0.0401 Eh

c.
ORCA calculation (ωB97M-V with the def2-TZVPD basis set) on C3H3N3S in the gas phase.

```
! wB97M-V def2-TZVPD RIJCOSX def2/J DEFGRID3
* xyz 0 1
C 0.09326 0.81010 -0.36355
C 0.76453 -0.32860 1.29017
H -0.21353 -2.13603 0.70347
N 0.90635 0.84323 0.83040
H -1.23809 -0.83785 -1.22769
N -0.10452 -1.13159 0.55638
H 1.19839 -0.66805 2.21659
C -0.47250 -0.46655 -0.56999
N -0.03680 1.94514 -1.04369
S -0.89711 1.97021 -2.39210
*
```

Kohn-Sham gap ... 6.81 eV
Structure (SMILES) ... S=Nc1c[nH]cn1
Lowest unoccupied orbital energy ... -0.0496 Eh

d.
ORCA calculation (ωB97M-V with the def2-TZVPD basis set) on C3H3N3S in the gas phase.

```
! wB97M-V def2-TZVPD RIJCOSX def2/J DEFGRID3
* xyz 0 1
H -0.72778 1.40886 -0.97198
C -3.58324 0.60962 0.03037
C -0.47134 1.11286 0.03725
C -1.06411 -1.11302 0.19959
H -0.07185 1.92187 0.44798
N -3.76137 -0.62071 -0.29028
N -3.29224 1.68992 0.25908
H -0.36140 -1.91405 0.14004
S -2.60770 -1.72071 -0.21422
N -0.60115 0.04569 0.67062
*
```

Kohn-Sham gap (alpha / beta) ... 7.72 / 7.72 eV
Lowest unoccupied orbital energy (alpha / beta) ... -0.0329 / -0.0329 Eh

Which structure is most stable? a, by 93.7 kJ/mol over the runner-up.

a.
ORCA calculation (ωB97M-V with the def2-TZVPD basis set) on C5H9ClO2 in the gas phase.

```
! wB97M-V def2-TZVPD RIJCOSX def2/J DEFGRID3
* xyz 0 1
C -2.30894 -1.16718 0.53506
H 0.37235 1.75650 1.70589
H 2.80288 0.13630 -1.52179
O -1.53174 -0.09794 -0.15675
C 0.15081 2.04409 0.47919
Cl 3.18977 -0.66098 0.62310
H -1.89971 -1.05336 1.51873
H 0.30910 3.24740 0.36245
C -0.26098 -0.61198 -0.46196
H 2.09574 -1.53725 -1.30694
C 2.22641 -0.45739 -0.83425
H -0.96391 1.62925 0.19765
C 0.83400 0.12920 -0.46214
O 1.01835 1.48414 -0.38294
H -0.19524 -1.63781 -0.81811
H -3.52721 -1.01027 0.62265
H -2.31170 -2.19273 -0.09984
*
```

Kohn-Sham gap ... 9.60 eV
Structure (SMILES) ... CO/C=C(/CCl)OC
Lowest unoccupied orbital energy ... 0.0295 Eh

b.
ORCA calculation (ωB97M-V with the def2-TZVPD basis set) on C5H9ClO2 in the gas phase.

```
! wB97M-V def2-TZVPD RIJCOSX def2/J DEFGRID3
* xyz 0 1
H 1.22999 2.24154 -0.63164
Cl -2.31420 1.11765 -0.33973
H -0.34376 -1.99090 -0.01547
H -3.09566 -1.30451 0.38511
H 1.02700 2.38200 1.14541
C -0.95584 0.07234 -0.06131
C -1.25823 -1.43334 -0.30730
H 2.26237 0.34974 0.71235
H -0.31286 2.65361 -0.01547
H 2.35553 -0.69081 -1.28321
O 1.79250 -1.17479 -0.68912
C 0.27766 0.58159 0.13677
O -2.32730 -1.88493 0.50320
C 1.42001 -0.31485 0.42476
C 0.55644 2.06570 0.19265
H -1.55472 -1.58887 -1.36712
H 1.24105 -1.08117 1.21013
*
```

Kohn-Sham gap ... 9.85 eV
Structure (SMILES) ... C/C(CO)=C(\Cl)CO
Lowest unoccupied orbital energy ... 0.0217 Eh

Which structure is most stable? b, by 279.7 kJ/mol over the runner-up.

a.
ORCA calculation (ωB97M-V with the def2-TZVPD basis set) on a molecular structure, C2H3NOS2.

```
! wB97M-V def2-TZVPD RIJCOSX def2/J DEFGRID3
* xyz 0 1
H -1.51092 -1.67356 1.49450
C 0.76677 1.05546 -1.07560
O 0.47745 0.63774 0.21530
C -0.55028 -1.05851 1.13505
N -0.84048 0.18728 0.31950
H -0.88559 -0.55412 -0.77003
H 1.88261 1.57618 -0.92878
S -0.10532 1.05513 -2.42239
S 0.76575 -1.22559 2.03245
*
```

Kohn-Sham gap ... 8.55 eV
Lowest unoccupied orbital energy ... -0.0154 Eh

b.
ORCA calculation (ωB97M-V with the def2-TZVPD basis set) on C2H3NOS2 in the gas phase.

```
! wB97M-V def2-TZVPD RIJCOSX def2/J DEFGRID3
* xyz 0 1
N -1.61371 0.41270 -0.00902
S 1.97156 -1.17493 -0.00336
H 3.03671 -0.35757 -0.00073
C 0.81079 0.10644 -0.00319
O -0.74827 -1.68941 -0.00114
S 1.12927 1.71223 -0.00262
H -2.56624 0.08962 0.00066
H -1.41713 1.38736 0.02006
C -0.60299 -0.48644 -0.00066
*
```

Kohn-Sham gap ... 8.08 eV
Structure (SMILES) ... NC(=O)C(=S)S
Lowest unoccupied orbital energy ... -0.0407 Eh

c.
ORCA calculation (ωB97M-V with the def2-TZVPD basis set) on C2H3NOS2 in the gas phase.

```
! wB97M-V def2-TZVPD RIJCOSX def2/J DEFGRID3
* xyz 0 1
C -0.26393 0.15526 0.08591
O 1.59377 -1.36336 -0.04727
H 3.06397 0.62619 -0.00039
H 1.90598 1.75149 0.33250
S -1.17970 -1.38821 0.01004
N 2.05290 0.84631 -0.04955
C 1.17458 -0.22754 0.04288
H -2.42672 -0.89277 -0.11096
S -1.01578 1.63393 -0.02684
*
```

Kohn-Sham gap ... 7.76 eV
Structure (SMILES) ... NC(=O)C(=S)S
Lowest unoccupied orbital energy ... -0.0540 Eh

Which structure is most stable? b, by 43.4 kJ/mol over the runner-up.

a.
ORCA calculation (ωB97M-V with the def2-TZVPD basis set) on C2H3NOS2 in the gas phase.

```
! wB97M-V def2-TZVPD RIJCOSX def2/J DEFGRID3
* xyz 0 1
N -0.00121 -0.03833 -0.06912
S -2.66908 -0.00124 0.05246
C 1.20621 -0.69616 -0.03564
H 1.07649 -1.78661 -0.08376
O 0.00515 1.31971 -0.17074
H -1.06824 -1.77032 -0.07526
C -1.21265 -0.69333 -0.03348
H 0.00236 1.65662 0.73393
S 2.66878 -0.00201 0.05314
*
```

Kohn-Sham gap ... 8.18 eV
Structure (SMILES) ... ON(C=S)C=S
Lowest unoccupied orbital energy ... -0.0332 Eh

b.
ORCA calculation (ωB97M-V with the def2-TZVPD basis set) on C2H3NOS2 in the gas phase.

```
! wB97M-V def2-TZVPD RIJCOSX def2/J DEFGRID3
* xyz 0 1
C 0.55967 -0.09398 0.03939
O 2.42907 0.41405 -0.93642
H -1.72570 0.93144 0.30572
S -0.64451 -1.05196 0.83199
H 0.34710 0.99021 0.05354
N 1.59170 -0.58615 -0.46600
S -3.63265 -0.44304 0.87702
C -2.05593 -0.03901 0.60515
H 3.13125 -0.12156 -1.31039
*
```

Kohn-Sham gap ... 8.43 eV
Structure (SMILES) ... O/N=C/SC=S
Lowest unoccupied orbital energy ... -0.0243 Eh

c.
ORCA calculation (ωB97M-V with the def2-TZVPD basis set) on a molecular structure, C2H3NOS2.

```
! wB97M-V def2-TZVPD RIJCOSX def2/J DEFGRID3
* xyz 0 1
S 2.55975 0.08963 -0.26432
O -2.45469 0.14277 -0.86534
H 0.11759 1.56728 1.18069
S -1.64182 -0.18923 0.30211
C -0.06144 0.84688 0.38001
C 0.92734 -0.23857 0.03997
H -0.02481 1.38907 -0.57892
H 0.34404 -2.25401 -0.29950
N 0.23404 -1.35382 0.10528
*
```

Kohn-Sham gap ... 6.84 eV
Lowest unoccupied orbital energy ... -0.0615 Eh

Which structure is most stable? a, by 28.5 kJ/mol over the runner-up.